ORCA calculation (ωB97M-V/def2-TZVPD) on C33H96N2O17Pd as an isolated structure.

XYZ file:
```
149
Properties=species:S:1:pos:R:3:forces:R:3
Pd -3.821 1.598 0.466 0.1 -0.2 0.8
C 0.240 -0.228 0.166 1.4 1.3 0.4
C 0.505 1.251 -0.403 0.4 -1.5 -0.1
C 1.951 1.247 -1.104 -1.8 0.3 0.8
C 1.876 0.547 -2.409 -0.4 0.1 -1.0
C 0.775 1.223 -3.273 0.5 -1.9 0.6
C -0.628 1.011 -2.684 -0.5 3.8 0.4
N -0.605 1.545 -1.309 -0.1 2.0 -0.5
O -1.913 1.630 -0.700 2.2 -0.4 -0.9
C -1.118 -0.374 -2.809 -0.8 -1.2 -0.1
C -1.570 1.986 -3.594 0.4 -0.5 0.4
C 0.676 2.301 0.736 -0.8 -0.7 -0.7
H -0.799 -0.314 0.483 0.2 -0.1 -0.2
H 0.933 -0.396 0.991 -0.2 0.1 0.7
H 0.578 -1.022 -0.500 -0.6 0.1 -0.5
H 2.624 0.840 -0.349 0.2 -0.3 -0.1
H 2.286 2.266 -1.297 -0.2 0.3 0.2
H 1.649 -0.509 -2.265 0.2 -0.1 -0.2
H 2.785 0.659 -3.000 0.4 -0.3 0.2
H 0.803 0.685 -4.221 0.0 0.3 -0.4
H 1.084 2.262 -3.394 -0.5 0.1 -0.1
H -1.508 -0.488 -3.820 0.4 -0.7 -0.2
H -1.980 -0.579 -2.174 0.0 0.4 0.4
H -0.359 -1.102 -2.523 0.0 -0.2 -0.4
H -2.514 2.360 -3.199 0.1 -0.4 0.8
H -1.855 1.469 -4.510 0.2 -0.1 -0.3
H -1.053 2.901 -3.885 0.4 -0.1 0.0
H -0.294 2.596 1.135 0.0 -0.1 0.1
H 1.165 3.185 0.327 0.0 0.0 0.1
H 1.294 1.845 1.510 0.1 0.2 0.2
C 1.189 -2.194 8.891 1.1 0.3 -0.6
C 0.048 -2.291 7.846 -1.0 -1.1 0.9
C -0.734 -0.948 7.907 -0.9 0.9 -1.4
C -0.023 0.208 7.229 2.3 -0.7 -0.3
C 0.342 -0.190 5.765 -0.6 -0.6 0.9
C 1.047 -1.584 5.541 0.1 -0.3 0.4
N 0.387 -2.638 6.416 1.4 -3.4 -1.7
O 0.692 -4.020 6.016 -1.3 5.8 2.2
C 2.530 -1.468 6.009 -0.1 -0.2 -0.3
C 0.926 -1.932 3.995 0.2 0.2 1.5
C -0.922 -3.381 8.368 -0.6 0.5 -0.4
H 1.734 -1.260 8.756 -0.1 0.2 0.3
H 1.989 -2.933 8.855 -0.3 -0.5 -0.5
H 0.834 -2.252 9.920 -0.5 0.2 -0.2
H -0.997 -0.646 8.921 0.2 -0.5 0.2
H -1.672 -0.979 7.354 -0.4 -0.9 0.1
H 0.843 0.330 7.880 0.6 0.6 -0.4
H -0.479 1.194 7.139 -0.6 -0.3 0.5
H 0.891 0.602 5.256 0.3 -0.1 0.0
H -0.662 -0.167 5.340 0.0 -0.5 -0.7
H 2.975 -2.414 6.319 -0.3 -0.3 -0.4
H 2.674 -0.842 6.889 -0.2 0.4 -0.3
H 3.109 -1.093 5.165 0.2 0.2 0.2
H 1.448 -2.808 3.610 0.1 -0.3 0.7
H 1.410 -1.106 3.474 -0.5 0.3 -0.2
H -0.136 -2.046 3.780 0.0 0.3 -0.3
H -1.549 -2.957 9.151 0.5 0.1 0.6
H -0.432 -4.292 8.712 0.0 0.1 -0.2
H -1.703 -3.586 7.636 0.4 -0.4 -0.5
C -3.463 4.760 1.327 1.1 0.7 0.6
O -4.191 3.653 0.779 -0.3 2.5 0.2
H -3.770 4.989 2.348 -0.2 -0.3 0.2
H -2.380 4.635 1.335 -0.1 -0.8 -0.2
H -3.550 5.712 0.803 -0.6 -0.2 -0.6
H -5.089 3.987 0.834 -0.4 -0.6 -0.2
C 4.971 -2.782 -2.291 2.1 0.2 0.2
O 3.637 -3.039 -2.393 -2.1 0.0 -0.1
H 5.253 -3.010 -1.263 0.2 -0.3 0.0
H 5.551 -3.371 -3.003 0.2 -0.4 0.1
H 5.337 -1.767 -2.444 -0.6 0.5 -0.1
H 3.208 -2.566 -3.110 0.2 0.1 -0.1
C 4.004 -0.727 2.362 -2.1 1.2 0.7
O 5.284 -0.233 2.227 1.5 0.2 -0.6
H 3.909 -1.403 3.212 -0.1 -0.7 -0.6
H 3.326 0.093 2.600 -0.2 0.5 0.6
H 3.508 -0.958 1.419 0.8 -1.1 -0.1
H 5.474 0.332 2.980 0.1 0.0 0.0
C 1.962 1.562 -6.874 0.6 1.0 -0.2
O 3.287 1.406 -6.298 -1.3 0.0 -0.2
H 1.674 0.629 -7.359 0.0 0.2 0.2
H 1.186 1.989 -6.239 0.0 -0.9 1.0
H 1.939 2.392 -7.580 0.6 -0.2 -0.9
H 3.369 2.044 -5.586 0.0 0.0 0.0
C 2.266 -3.703 0.435 -1.0 -1.0 0.6
O 2.809 -4.757 1.248 0.5 0.7 0.0
H 1.426 -3.365 1.043 -0.2 0.2 -0.2
H 2.842 -2.806 0.207 0.6 -0.4 0.1
H 1.889 -4.178 -0.471 0.0 0.5 -0.3
H 3.644 -5.066 0.888 0.0 0.1 -0.2
C 6.472 0.942 -1.094 0.7 -1.3 0.0
O 6.867 1.332 0.211 -0.2 0.7 -0.4
H 6.747 1.624 -1.898 -0.3 0.6 0.5
H 7.053 0.049 -1.324 0.0 -0.4 -0.3
H 5.431 0.622 -1.133 -0.3 0.5 -0.2
H 6.432 0.698 0.786 -0.1 -0.1 0.4
C -4.314 -2.504 -4.904 0.2 0.9 -0.3
O -4.121 -3.661 -4.142 -1.1 -0.6 0.8
H -3.527 -1.828 -4.571 0.1 0.4 -0.8
H -4.336 -2.769 -5.961 0.5 0.3 -0.1
H -5.266 -2.014 -4.699 -0.1 0.0 0.2
H -4.924 -3.713 -3.619 0.3 -0.7 0.3
C -0.647 5.647 -1.952 -0.1 -0.4 0.7
O -0.883 4.902 -0.774 -0.2 0.3 0.6
H -1.089 5.138 -2.808 0.1 0.3 -0.2
H -1.098 6.625 -1.782 0.0 0.1 -0.4
H 0.430 5.770 -2.067 0.1 0.1 -0.4
H -1.093 3.984 -0.959 0.0 -0.7 -0.2
C -1.423 -3.627 0.212 -0.9 -1.1 -0.1
O -1.324 -2.869 1.420 0.0 0.0 -0.9
H -1.621 -4.668 0.466 0.4 -0.3 0.1
H -2.321 -3.412 -0.367 0.0 0.9 0.2
H -0.581 -3.603 -0.480 0.3 0.4 0.3
H -0.654 -3.338 1.924 0.1 0.2 0.4
C -4.523 -1.537 0.819 2.3 -0.2 -0.3
O -3.415 -0.541 0.779 -2.3 -1.1 0.1
H -4.171 -2.281 1.534 -0.7 0.0 0.4
H -5.514 -1.122 1.002 0.5 0.3 0.2
H -4.503 -2.071 -0.131 -0.3 0.1 -0.3
H -2.592 -1.027 0.861 0.3 -0.1 -0.1
C -3.217 2.697 -6.909 0.6 -0.4 -0.4
O -3.490 3.238 -8.207 -0.8 0.0 0.6
H -4.052 2.666 -6.209 -0.5 0.8 -0.5
H -2.985 1.635 -6.988 0.5 -0.1 -0.1
H -2.406 3.259 -6.445 0.1 -0.2 0.2
H -2.775 3.016 -8.808 0.1 -0.1 0.2
C -0.905 -4.449 -3.599 -1.5 0.3 -1.0
O -1.863 -5.139 -4.483 1.8 -0.7 1.2
H 0.136 -4.751 -3.708 -0.2 0.0 -0.9
H -1.146 -3.429 -3.898 1.2 0.5 0.6
H -1.039 -4.542 -2.521 -0.8 -0.3 0.1
H -2.679 -4.643 -4.387 -0.3 0.0 0.1
C -4.779 0.595 -2.226 -0.1 -1.5 -1.0
O -4.882 1.717 -1.459 -0.4 2.1 0.6
H -4.063 0.664 -3.045 0.2 0.1 0.0
H -4.433 -0.170 -1.530 -0.3 -0.4 -0.4
H -5.770 0.434 -2.649 -0.1 -0.9 -0.2
H -5.091 2.475 -2.010 0.2 0.2 0.2
C -1.925 0.829 3.146 -0.5 1.1 0.7
O -2.697 1.870 2.433 1.2 -1.6 1.0
H -1.169 1.392 3.693 0.3 -0.3 0.0
H -2.576 0.374 3.893 -0.1 -0.2 -0.1
H -1.434 0.030 2.591 -0.3 0.5 -0.7
H -2.591 2.592 3.056 -0.4 0.4 -0.4
C 2.393 4.808 -4.522 -0.7 -1.2 -0.4
O 3.301 5.856 -4.650 0.1 0.3 0.4
H 2.803 3.876 -4.912 0.2 -0.2 -0.4
H 2.061 4.512 -3.527 0.1 0.6 0.5
H 1.495 5.011 -5.106 0.1 0.3 0.0
H 4.014 5.677 -4.032 0.2 0.2 0.0
```
Positions in Å, forces in eV/Å.

Values from the calculation:
Energy above the lowest of the compared OMol25 structures with the same formula, charge and spin = 94.3 kcal per mole
HOMO (spin up / spin down) = -5.3 / -5.3 eV
Largest force on an atom = 6.4 eV Å⁻¹
Frontier orbital gap (spin up / spin down) = 0.1993 / 0.1853 Ha
Spin multiplicity = 3
E = -77029.1052 eV

***

ORCA calculation (ωB97M-V/def2-TZVPD) on C33H96O41P8S3 as an isolated structure.

XYZ file:
```
181
Properties=species:S:1:pos:R:3:forces:R:3
O 4.022 -1.668 0.257 -0.3 -0.8 -0.1
S 3.607 -3.015 0.494 0.1 -1.2 0.0
O 2.258 -3.371 0.889 0.9 0.5 0.0
O 3.918 -3.868 -0.861 0.0 1.3 1.1
C 3.310 -5.144 -0.974 -0.5 -1.2 -1.7
C 4.339 -6.119 -1.544 -0.4 -0.1 0.9
C 4.748 -3.807 1.639 -0.1 -0.6 -0.3
H 2.525 -5.070 -1.734 -0.1 0.3 0.1
H 2.802 -5.529 -0.090 0.4 0.3 0.4
H 3.866 -7.070 -1.796 -0.2 0.1 0.0
H 5.057 -6.347 -0.756 0.4 0.1 -0.3
H 4.783 -5.711 -2.448 0.3 0.0 0.1
H 4.828 -4.885 1.479 -0.6 0.0 -0.4
H 4.350 -3.700 2.645 0.3 0.6 0.0
H 5.760 -3.458 1.458 -0.2 0.6 0.4
O -2.380 -5.572 -1.515 0.0 0.7 1.3
S -1.917 -5.048 -0.255 1.9 -2.2 -0.4
O -2.300 -3.781 0.289 -1.8 -2.7 -0.7
O -2.177 -6.194 0.853 -0.1 0.1 -1.4
C -2.012 -5.830 2.212 -0.1 1.3 1.5
C -2.231 -6.979 3.159 0.2 -1.7 -0.4
C -0.105 -5.016 -0.290 -0.4 0.1 -0.1
H -2.688 -5.015 2.488 -0.1 -0.3 -0.6
H -1.026 -5.388 2.399 -0.2 -0.5 -0.5
H -3.187 -7.484 2.996 -0.2 0.4 0.0
H -2.137 -6.717 4.209 0.0 0.3 -0.3
H -1.520 -7.800 3.018 0.2 0.2 -0.3
H 0.331 -5.961 -0.604 -0.4 -0.2 0.0
H 0.289 -4.739 0.686 -0.2 0.1 0.0
H 0.194 -4.248 -1.003 -0.1 0.1 0.0
O 0.460 5.797 -3.482 -0.6 0.3 0.2
S -0.700 6.361 -2.833 0.8 0.3 0.9
O -1.657 7.121 -3.589 0.0 -0.7 0.2
O -1.483 5.172 -2.092 -0.4 0.6 -0.4
C -0.729 4.239 -1.283 0.1 -0.8 -0.1
C -0.874 2.842 -1.849 0.0 -0.1 -1.2
C -0.186 7.343 -1.420 1.0 1.0 -1.9
H -1.094 4.263 -0.256 -0.1 0.6 -0.8
H 0.309 4.573 -1.290 0.0 -0.2 0.0
H -0.609 2.038 -1.163 -0.2 0.7 -0.2
H -0.228 2.748 -2.722 0.1 -0.1 -0.1
H -1.875 2.659 -2.243 -0.2 0.2 0.1
H 0.750 6.947 -1.021 -0.5 -0.4 -0.1
H -0.975 7.392 -0.678 0.1 0.4 -0.9
H 0.163 8.323 -1.749 -0.6 0.2 -0.6
C -5.138 4.397 2.484 -0.4 0.4 0.0
O -4.518 3.298 1.807 0.2 0.2 0.5
P -4.657 1.817 2.315 0.4 -1.2 0.4
O -4.442 1.471 3.737 0.0 0.6 -0.9
O -6.187 1.504 1.866 1.0 -0.2 -0.1
C -6.517 0.113 1.856 -1.3 -0.2 0.0
O -3.650 1.031 1.359 -0.7 1.2 2.2
C -3.616 1.331 -0.052 3.4 0.2 4.5
H -5.810 4.858 1.763 0.0 0.1 0.1
H -4.392 5.125 2.797 0.2 -0.1 -0.2
H -5.702 4.106 3.369 0.0 -0.3 -0.1
H -6.455 -0.289 0.843 0.6 -0.1 0.0
H -7.576 0.016 2.108 0.0 0.2 0.1
H -5.980 -0.470 2.602 0.4 0.1 -0.2
H -4.116 0.517 -0.577 1.6 0.5 4.7
H -2.551 1.320 -0.276 0.0 0.3 -0.3
H -4.041 2.277 -0.381 1.1 0.5 2.4
C -6.989 -1.248 -2.854 0.3 0.4 -0.3
O -5.772 -0.912 -2.164 0.1 0.1 0.0
P -4.751 0.191 -2.714 -0.6 -0.5 -0.2
O -5.041 0.757 -4.036 -3.6 -1.2 3.7
O -4.717 1.265 -1.515 -6.3 0.5 -11.1
C -5.808 2.156 -1.292 -1.3 0.1 -1.2
O -3.344 -0.520 -2.540 -1.4 1.3 -0.9
C -2.803 -0.889 -1.278 1.3 -1.7 -0.2
H -7.062 -0.569 -3.704 -0.4 -0.1 0.0
H -7.823 -1.131 -2.166 0.0 0.1 0.0
H -6.948 -2.277 -3.206 0.1 0.0 0.1
H -5.595 3.109 -1.778 0.3 0.2 0.6
H -5.970 2.158 -0.219 -0.1 0.5 -0.1
H -6.737 1.861 -1.792 0.2 -0.5 0.1
H -1.778 -0.511 -1.224 -0.8 -0.2 -0.7
H -2.789 -1.975 -1.233 -0.1 0.0 -0.2
H -3.296 -0.453 -0.409 0.5 -1.7 -0.7
C 2.241 0.152 2.462 0.4 1.2 0.2
O 0.963 -0.303 2.032 -0.6 -0.1 -1.0
P 0.421 0.094 0.567 0.5 -0.8 0.0
O 0.532 1.502 0.158 0.3 -0.5 1.0
O -1.068 -0.459 0.477 1.9 0.9 1.6
C -1.385 -1.730 1.112 1.0 0.9 0.0
O 1.290 -0.894 -0.339 -0.6 0.0 0.9
C 1.005 -1.030 -1.718 0.7 0.3 -0.9
H 2.999 -0.618 2.586 -0.4 -0.4 -0.1
H 2.079 0.689 3.400 0.1 -0.2 0.1
H 2.656 0.894 1.773 -0.1 -0.1 -0.2
H -0.458 -2.237 1.389 0.0 0.1 0.1
H -1.857 -2.379 0.379 0.3 2.1 0.8
H -1.941 -1.483 2.011 -0.3 -0.3 -0.1
H 0.154 -0.432 -2.048 0.1 0.1 0.0
H 0.846 -2.071 -2.014 -0.2 -0.1 0.5
H 1.907 -0.706 -2.242 -0.3 0.2 -0.2
C 6.708 -0.406 -5.683 0.2 -0.1 0.3
O 5.757 0.363 -4.922 -1.0 0.0 -0.2
P 4.212 -0.026 -5.045 0.1 -1.0 -1.1
O 3.243 0.619 -4.169 0.3 0.1 0.6
O 4.221 -1.652 -4.926 0.2 0.9 -0.1
C 3.834 -2.233 -3.692 -0.4 -0.2 0.4
O 3.965 0.175 -6.592 0.3 -0.3 0.5
C 2.653 0.186 -7.183 0.0 0.5 -0.4
H 7.399 0.281 -6.164 0.1 0.1 0.3
H 6.292 -1.031 -6.473 -0.4 0.1 0.2
H 7.195 -1.045 -4.949 0.3 0.0 -0.2
H 2.746 -2.355 -3.684 0.1 -0.1 0.0
H 4.087 -1.633 -2.815 0.2 0.1 -0.1
H 4.314 -3.206 -3.605 0.0 0.0 -0.1
H 1.819 0.116 -6.491 0.3 0.0 0.3
H 2.598 -0.612 -7.921 0.1 0.0 0.0
H 2.593 1.163 -7.659 -0.3 -0.2 -0.2
C -2.045 4.103 -5.595 -0.8 -0.2 -0.4
O -1.277 3.022 -5.083 0.7 -0.6 0.3
P -1.049 1.662 -5.854 -1.6 -0.5 -0.5
O -0.117 1.657 -6.991 -0.2 -0.2 0.6
O -2.524 1.185 -6.307 1.7 0.7 -0.6
C -3.639 1.193 -5.397 1.6 0.3 -1.8
O -0.726 0.687 -4.620 -0.1 0.6 -0.1
C -0.483 -0.693 -4.858 0.3 -0.3 -0.3
H -1.424 4.978 -5.758 0.1 0.0 0.2
H -2.854 4.291 -4.889 0.3 0.3 0.2
H -2.555 3.823 -6.521 0.3 0.0 -0.2
H -4.029 0.179 -5.359 1.1 0.3 -0.7
H -4.405 1.839 -5.825 0.1 0.0 -0.1
H -3.369 1.603 -4.424 0.8 -0.1 -0.7
H -1.207 -1.337 -4.355 -0.1 0.4 0.3
H 0.523 -0.894 -4.485 0.0 -0.2 -0.1
H -0.541 -0.975 -5.911 0.1 0.3 -0.1
C 8.852 -0.966 5.701 0.4 0.4 0.3
O 7.716 -1.498 5.024 -0.8 0.4 -1.1
P 6.852 -0.581 4.039 0.8 0.4 0.0
O 5.704 -1.214 3.383 0.0 -0.1 0.5
O 7.934 -0.025 2.979 -1.0 -0.5 1.0
C 7.397 0.913 2.031 1.1 0.9 -0.2
O 6.515 0.706 4.945 0.0 -0.9 -0.5
C 5.200 1.254 5.019 0.0 1.0 0.5
H 8.549 -0.526 6.652 -0.1 -0.1 0.0
H 9.345 -0.188 5.115 0.0 -0.1 -0.1
H 9.546 -1.786 5.870 -0.1 0.0 0.0
H 6.318 1.057 2.011 -0.1 -0.6 0.1
H 7.786 0.625 1.057 -0.3 -0.1 -0.1
H 7.843 1.881 2.277 -0.1 0.0 0.0
H 4.973 1.430 6.071 0.0 -0.3 0.0
H 4.415 0.650 4.571 0.3 -0.2 -0.1
H 5.246 2.247 4.568 -0.2 -0.1 -0.2
C -3.968 -5.083 5.052 -0.6 -0.5 -0.1
O -2.740 -4.626 4.497 -0.1 1.7 0.9
P -1.986 -3.355 5.139 -0.9 0.3 -0.6
O -1.372 -3.620 6.441 0.0 0.2 -0.3
O -1.016 -2.988 3.918 -0.4 -0.2 0.8
C 0.232 -3.663 3.809 0.9 0.5 0.2
O -3.087 -2.171 5.076 1.4 -1.4 -0.3
C -2.583 -0.839 4.903 0.3 1.0 0.1
H -4.719 -5.166 4.262 0.3 -0.1 -0.2
H -4.424 -4.415 5.785 0.5 0.0 0.2
H -3.767 -6.078 5.450 -0.3 0.1 0.3
H 0.121 -4.527 3.154 0.4 0.2 0.2
H 0.656 -3.941 4.777 -0.5 -0.3 0.1
H 0.955 -2.948 3.411 -0.2 -0.1 -0.4
H -2.874 -0.262 5.779 -0.3 0.1 -0.3
H -2.955 -0.420 3.971 -0.5 0.0 0.3
H -1.499 -0.724 4.820 0.1 -0.7 0.2
C 0.318 7.225 4.233 -0.6 0.4 1.1
O 0.028 7.322 2.844 0.5 -1.0 -0.4
P 0.073 6.038 1.908 -0.5 0.5 0.1
O -0.470 6.322 0.567 0.0 -1.7 3.4
O 1.593 5.601 1.900 -0.3 0.1 0.0
C 2.042 4.541 1.030 0.7 0.3 -0.2
O -0.705 4.934 2.777 0.1 0.7 -0.2
C -0.964 3.689 2.158 0.2 -1.7 -1.1
H 0.400 6.209 4.619 0.0 -0.1 -0.4
H -0.532 7.695 4.734 0.1 -0.1 0.1
H 1.207 7.779 4.537 0.1 0.0 -0.5
H 2.576 3.852 1.680 -0.2 -0.3 -0.2
H 2.746 4.961 0.310 0.1 0.1 0.2
H 1.274 4.065 0.423 -0.2 -0.1 0.5
H -1.598 3.045 2.762 0.0 0.4 0.4
H -0.064 3.124 1.899 0.3 0.1 0.7
H -1.399 3.720 1.152 -0.6 0.6 0.7
```
Positions in Å, forces in eV/Å.

Values from the calculation:
Energy above the lowest of the compared OMol25 structures with the same formula, charge and spin = 215.7 kcal per mole
HOMO = -8.7 eV
Largest force on an atom = 12.8 eV Å⁻¹
Frontier orbital gap = 0.3192 Ha
E = -226548.8124 eV